One molecule with the formula C22H29N3O4S, computed with ωB97M-V with the def2-TZVPD basis set.

XYZ file:
```
59
Properties=species:S:1:pos:R:3:forces:R:3
S 1.967749 1.813367 -3.618106 0.1 0.3 0.3
O -3.691528 -5.111609 -0.448835 0.1 0.1 0.3
O -1.690745 0.172742 0.482836 -0.1 0.4 -0.2
O 0.078838 3.931198 1.844350 -0.1 0.3 -0.1
O -1.510563 -5.117252 -1.011942 0.2 0.2 0.3
N 2.151414 3.609136 -0.277392 -0.2 0.0 0.0
N 0.455225 1.741382 2.221897 -0.2 -0.1 0.0
N -1.110749 -1.989573 0.559753 0.1 -0.1 -0.3
C 2.790071 4.607835 0.539439 0.4 0.2 0.4
C -0.401027 1.725730 3.384690 -0.4 0.2 0.2
C 0.530847 2.860202 1.464160 0.1 0.1 0.2
C 3.351980 3.759394 -2.566453 0.2 0.1 -0.2
C 2.464606 3.306812 -1.564593 -0.6 -0.7 -0.3
C 1.194478 0.520542 1.972187 0.4 -0.3 -0.1
C 3.947545 4.015188 1.341335 -0.2 0.1 -0.2
C 0.830513 1.885845 -0.896255 0.0 0.1 0.3
C -2.674920 -2.973915 -1.050977 0.2 -0.4 0.1
C -2.508601 -4.344837 -0.370475 -0.2 0.4 0.3
C -1.410269 -2.142475 -0.851791 -0.2 0.2 -0.4
C 1.644409 2.249845 -1.975870 0.5 0.3 -0.3
C 3.190001 3.047191 -3.710341 -0.2 -0.2 0.0
C -2.130261 -4.143286 1.098428 0.1 -0.2 -0.4
C -0.883785 -3.260735 1.205452 -0.1 -0.3 0.3
C -1.500697 0.678744 3.189411 0.0 0.1 0.0
C 0.589324 -0.652096 2.745187 -0.1 0.1 0.0
C -0.940102 -0.638721 2.619400 -0.1 0.1 0.0
C -1.306733 -0.777318 1.137371 0.1 -0.3 0.4
C -3.636740 -5.859873 -1.643474 0.0 -0.1 -0.3
C 1.183566 2.730217 0.141927 -0.3 -0.3 -0.4
C -2.138294 -5.885286 -2.014508 -0.2 -0.2 -0.3
H 4.063425 4.557807 -2.455274 0.1 0.1 0.0
H 4.433617 4.792436 1.924525 0.1 0.1 0.1
H 1.008562 -1.576618 2.346711 0.1 0.0 0.1
H 3.579103 3.249901 2.021146 0.0 -0.1 0.1
H 4.680863 3.564867 0.675077 0.1 0.0 0.0
H -0.564458 -2.644701 -1.332670 0.0 0.1 0.0
H 0.047065 1.155239 -0.875801 -0.2 -0.2 0.1
H -0.059046 -3.765227 0.689524 0.0 0.0 0.1
H -4.236270 -5.381217 -2.427214 0.0 -0.1 0.1
H 0.858835 -0.593540 3.801420 0.0 -0.1 0.0
H -1.539895 -1.147813 -1.279853 0.1 -0.2 0.0
H 0.192420 1.515657 4.281768 0.0 0.1 0.0
H -4.040840 -6.852159 -1.435544 0.0 0.1 -0.1
H 2.039998 5.028103 1.213811 0.1 0.0 -0.2
H -2.863751 -3.107668 -2.116437 -0.1 0.0 -0.1
H 3.155961 5.399164 -0.119482 -0.1 0.0 0.0
H -0.615894 -3.134858 2.251801 0.1 0.0 -0.1
H -1.961056 -5.447491 -3.004290 0.0 -0.1 0.1
H -0.834218 2.722275 3.482825 0.1 -0.2 0.1
H 1.187199 0.295995 0.905270 0.1 0.0 0.2
H -1.365520 -1.478375 3.174004 0.1 0.0 -0.1
H -2.977771 -3.680503 1.603996 0.0 0.0 0.1
H -2.228542 1.074473 2.479328 0.0 0.0 0.1
H -3.533866 -2.471396 -0.604990 0.0 0.0 0.0
H -1.711437 -6.889996 -1.983998 0.0 0.1 -0.1
H 2.242723 0.655835 2.280424 -0.1 -0.1 -0.1
H -1.939202 -5.117569 1.547233 0.0 -0.1 0.0
H -2.001883 0.503304 4.141561 0.0 0.0 0.0
H 3.720267 3.164314 -4.634665 0.2 0.1 -0.2
```
Positions in Å, forces in eV/Å.

Calculated values
molar mass	431.6	g mol⁻¹
total energy	-1719.165481	hartree
E_HOMO	-7.56	eV
total charge	0
ΔE to the lowest compared entry with this formula, charge and spin	104.5	kJ/mol
frontier orbital gap	8.14	eV

=====

One molecule with the formula C22H29N3O6S at a distorted geometry, computed with ωB97M-V with the def2-TZVPD basis set.

XYZ file:
```
61
Properties=species:S:1:pos:R:3:forces:R:3
S 1.852564 2.062293 -0.673482 0.1 0.7 0.5
O 5.314137 1.361841 1.037860 0.3 0.2 -0.1
O 2.071305 -2.303828 -2.715524 -0.2 -0.2 0.2
O 2.576315 0.882509 -1.048189 0.0 -0.2 0.2
O -6.599332 -0.911483 1.212412 0.3 -0.1 0.0
O 3.652646 -1.719683 1.852848 -0.2 -0.1 0.0
O 1.487101 2.976830 -1.718276 -0.2 0.2 0.1
N 3.244331 0.926987 1.838870 -0.3 -0.1 0.2
N 0.510299 1.608368 0.234250 0.9 0.2 -0.5
N -1.840186 0.758839 -1.182664 0.2 0.0 -0.3
C -0.662348 -0.077655 -1.108032 0.1 -0.1 0.3
C -0.635095 2.488581 0.087940 -0.4 0.5 -0.2
C 0.907238 -3.591228 0.441734 0.1 0.1 0.0
C -1.456249 2.155916 -1.168531 0.1 0.3 0.2
C -3.016307 0.364277 -0.543681 -0.4 -0.1 0.0
C 2.048179 -2.513252 -1.378168 -0.2 -0.2 0.2
C 2.827070 2.988960 0.547419 -0.4 -0.6 -0.3
C -5.468821 -0.439436 0.602514 0.1 -0.1 0.0
C -4.192985 1.088641 -0.745139 0.2 0.0 0.0
C 2.961603 -1.963602 -0.481570 0.3 0.1 -0.1
C 2.805354 2.302337 1.904160 0.3 0.2 0.1
C 1.802084 -3.042422 1.340696 0.2 0.2 0.2
C -7.800185 -0.208882 1.019172 -0.2 0.1 0.0
C 2.830415 -2.226486 0.875299 -0.3 -0.3 0.0
C -3.108651 -0.791990 0.239023 0.1 0.1 -0.1
C -5.395378 0.704876 -0.181205 -0.3 -0.1 0.2
C 1.021013 -3.333646 -0.908938 0.1 0.1 -0.3
C 3.046789 -1.434091 -3.251940 0.2 0.2 -0.1
C 4.763079 -0.926758 1.513009 0.4 0.1 -0.1
C 0.147147 0.203431 0.162392 0.0 -0.7 -0.2
C -4.308227 -1.183991 0.794372 -0.4 0.1 0.0
C 4.470108 0.573485 1.404743 -0.3 -0.5 0.3
H 2.998735 -0.447048 -2.785077 0.0 -0.1 -0.1
H 0.111565 -4.225890 0.801302 -0.1 -0.1 0.0
H -2.241985 -1.405832 0.425636 0.1 0.0 0.0
H 3.840460 3.014989 0.152738 0.0 0.0 -0.1
H 4.052906 -1.849782 -3.135646 0.0 0.0 0.0
H 0.329730 -3.752020 -1.622301 -0.1 -0.1 -0.1
H 3.477777 2.850464 2.576724 -0.2 0.0 -0.1
H 2.590590 0.192789 2.059784 0.1 0.0 0.0
H 5.261732 -1.264807 0.599811 -0.1 0.1 0.1
H -2.334197 2.797704 -1.202792 0.1 0.0 -0.1
H -6.270024 1.306407 -0.373518 -0.1 0.0 0.0
H -7.737107 0.814001 1.406364 0.0 0.0 0.0
H -0.261397 3.510403 0.029301 -0.2 0.1 0.1
H -8.084704 -0.178789 -0.038077 0.0 0.0 0.0
H -8.556873 -0.757224 1.578489 0.0 0.1 -0.1
H 3.727658 -1.298547 -0.838178 0.1 0.1 0.0
H -0.936320 -1.129615 -1.174562 0.1 0.0 0.0
H -0.835735 2.355375 -2.047244 -0.1 0.0 0.1
H -0.029234 0.164772 -1.969094 0.0 -0.1 0.0
H 1.727926 -3.233328 2.398944 0.0 0.0 0.1
H -4.185409 1.964868 -1.374765 0.0 0.1 -0.1
H -1.258147 2.376217 0.982338 0.1 0.0 0.0
H 5.471992 -1.045805 2.341174 -0.1 0.1 -0.2
H -0.436204 -0.036050 1.056993 0.1 0.0 0.0
H 1.794889 2.314444 2.313583 0.2 0.0 0.0
H 2.412417 3.990318 0.594038 -0.1 0.1 0.0
H -4.365693 -2.077223 1.396347 0.0 -0.1 0.1
H 2.812593 -1.353059 -4.312032 0.1 0.0 0.1
H 1.067039 -0.377466 0.156325 -0.1 -0.2 0.1
```
Positions in Å, forces in eV/Å.

Calculated values
molar mass	463.6	g mol⁻¹
total energy	-1869.598425	hartree
E_HOMO	-7.34	eV
total charge	0
ΔE to the lowest compared entry with this formula, charge and spin	296.6	kJ/mol
frontier orbital gap	7.87	eV

=====

C22H29N3W as an isolated structure at a distorted geometry, computed with ωB97M-V with the def2-TZVPD basis set.

XYZ file:
```
55
Properties=species:S:1:pos:R:3:forces:R:3
W 0.191638 0.102880 -0.120637 2.6 1.3 0.8
N 0.260462 -1.229963 -1.712857 -0.7 -0.7 -1.4
N 1.662419 0.081749 3.747948 -0.6 -0.3 -0.4
N 0.513802 1.373801 -1.729055 0.0 0.8 -1.2
C 1.055905 2.913151 -3.958976 -0.1 0.1 0.4
C 2.437567 0.961330 2.881273 0.1 0.2 0.9
C 2.316525 -0.036052 0.461780 -1.0 -0.3 1.5
C 3.020369 0.308740 1.647824 1.1 -0.1 0.6
C 0.667638 2.727288 -1.579050 0.0 -1.2 -1.1
C 0.200968 -3.409897 -2.676138 0.0 -0.3 0.1
C 2.366276 -1.113185 4.204539 0.0 0.2 0.1
C -0.419744 -0.917459 1.788656 -0.9 -0.8 1.7
C 0.444269 -0.666614 -2.962744 -0.1 -2.4 0.6
C -1.893350 -0.092484 -0.439043 -1.0 -0.9 0.7
C 1.012011 0.789804 4.846501 0.3 -0.1 -0.1
C 5.140421 -0.432946 0.682450 0.0 0.1 0.1
C -0.607058 1.266423 1.709566 -1.1 0.8 0.3
C 0.432432 -2.867329 -3.945419 -0.1 -0.1 0.4
C 0.100866 -2.582659 -1.569938 0.2 1.2 -0.7
C 0.861766 1.547189 -4.090337 -0.2 -1.0 0.2
C 0.534649 -1.489815 -4.086163 0.0 0.9 0.3
C 4.408912 0.090413 1.746506 -0.5 0.2 -0.3
C 4.478986 -0.755365 -0.492835 -0.5 0.1 -0.3
C 0.947215 3.501786 -2.696131 0.0 0.4 0.3
C 3.090498 -0.579335 -0.576863 0.5 -0.2 -0.5
C 0.588109 0.767323 -2.969719 0.4 2.5 0.6
H 1.077617 4.573104 -2.556394 0.0 -0.2 -0.1
H 2.735021 -1.699047 3.354556 -0.1 0.1 0.2
H 0.525735 -3.513787 -4.815027 -0.1 0.1 0.2
H 0.557943 3.114790 -0.564438 0.1 0.0 -0.4
H 1.821465 1.833865 2.617344 0.2 -0.3 0.1
H 1.655890 -1.724206 4.777587 0.3 0.1 -0.1
H -0.960810 1.034789 2.730451 0.4 -0.1 -0.7
H -1.496903 -0.982522 1.977338 0.4 0.2 0.0
H -2.530514 0.196832 0.403140 0.0 -0.2 -0.4
H 0.089950 -4.485261 -2.526677 0.1 0.3 -0.2
H 0.923477 1.028109 -5.041787 0.1 0.4 0.0
H 6.218363 -0.573401 0.782976 -0.3 0.0 -0.1
H 1.287186 3.517716 -4.830895 0.0 -0.1 0.1
H 0.385162 1.592154 4.442508 0.1 0.0 0.2
H 3.278871 1.370983 3.481626 -0.2 0.0 -0.4
H -2.135307 0.555054 -1.294775 0.2 0.1 0.0
H 3.216135 -0.859563 4.863482 -0.1 -0.1 -0.1
H 0.692910 -0.999205 -5.046380 -0.1 -0.5 0.1
H 1.747873 1.227475 5.540474 -0.2 0.0 0.0
H -1.437620 1.790761 1.221115 -0.1 -0.4 -0.2
H 4.917199 0.349902 2.679831 -0.2 -0.1 -0.4
H -0.108619 -2.935874 -0.560295 0.1 0.0 -0.3
H 0.379770 0.085928 5.399503 0.1 0.2 -0.1
H 5.020170 -1.146501 -1.354598 -0.1 0.1 0.3
H 2.607412 -0.883839 -1.500341 0.2 -0.1 0.0
H 0.161230 2.040110 1.824314 0.7 -0.6 -0.2
H -2.144830 -1.119013 -0.733152 -0.3 0.2 0.1
H 0.151733 -0.759619 2.710646 -0.1 0.1 -0.3
H -0.124564 -1.938507 1.472530 0.4 0.3 -0.8
```
Positions in Å, forces in eV/Å.

Calculated values
molar mass	519.3	g mol⁻¹
total energy	-1086.271202	hartree
multiplicity	3
E_HOMO (alpha / beta)	-13.47 / -13.46	eV
total charge	+2
frontier orbital gap (alpha / beta)	4.68 / 5.00	eV

=====

One molecule with the formula C22H29NO2 at a distorted geometry, computed with ωB97M-V with the def2-TZVPD basis set.

XYZ file:
```
54
Properties=species:S:1:pos:R:3:forces:R:3
O 0.411995 -2.563117 0.476619 -0.1 0.1 -0.1
O -0.254106 -0.576672 1.330484 -0.2 0.5 0.0
N -0.417554 0.309780 -3.112890 -0.2 0.0 -0.1
C 3.644731 -0.504486 2.101432 0.1 0.0 0.1
C 0.467874 -1.334949 3.885916 -0.1 -0.1 0.0
C -2.468023 3.787740 1.111797 0.0 0.0 0.0
C -1.552238 0.059055 -2.235714 0.1 0.0 0.2
C -1.695263 3.725770 -0.034583 0.0 0.1 0.0
C -0.364616 0.159551 0.086258 0.0 0.0 -0.5
C -1.094812 1.440987 0.458978 0.0 -0.1 0.2
C 2.599722 0.146594 1.470996 0.0 0.0 -0.1
C 2.181227 -0.243986 0.203650 0.2 0.2 -0.1
C 2.840872 -1.289991 -0.427101 0.1 0.1 0.1
C 0.040475 -0.900799 -3.768039 0.1 0.1 0.1
C -1.882515 1.510437 1.601760 0.0 0.0 0.0
C 0.118586 -1.848535 1.400926 0.1 -0.9 0.4
C 0.064396 -2.357975 2.832703 0.0 0.2 -0.1
C 1.055981 0.492144 -0.465042 0.1 -0.2 0.2
C -2.555152 2.674794 1.929308 -0.1 0.1 0.0
C -0.729495 1.327471 -4.095003 0.0 0.0 0.0
C -2.541542 -1.092207 -0.284347 0.2 -0.1 -0.1
C 4.288755 -1.554703 1.468925 0.1 -0.1 0.1
C 3.885138 -1.942765 0.203131 0.1 -0.1 -0.1
C -1.217187 -0.664712 -0.923941 -0.2 -0.1 0.0
C -1.012959 2.566561 -0.355818 0.0 0.0 0.0
H 1.236300 1.556065 -0.300151 0.0 -0.1 -0.2
H -0.408540 2.543009 -1.249437 0.1 0.0 -0.1
H -1.960640 0.649070 2.245759 0.0 -0.1 0.1
H 0.159557 1.531921 -4.689717 0.0 0.0 -0.1
H -3.151939 2.711469 2.828220 -0.1 0.0 0.1
H -0.156372 -0.449004 3.820658 0.0 0.1 0.1
H -2.994694 4.695562 1.364635 0.0 0.1 0.0
H -3.076401 -1.760472 -0.954937 -0.1 0.0 -0.1
H 5.103331 -2.066933 1.960553 0.1 0.0 0.0
H -3.169577 -0.226219 -0.082782 -0.1 0.0 0.0
H 4.385311 -2.760227 -0.295969 0.0 -0.1 0.0
H -0.966453 -2.684169 3.007065 0.0 0.0 -0.1
H -1.021964 2.244647 -3.587004 0.0 0.1 0.0
H -0.643746 -1.564599 -1.151582 -0.1 0.1 0.0
H 0.924441 -0.667405 -4.360137 0.1 -0.1 0.0
H 0.309649 -1.645200 -3.021499 0.1 -0.1 0.0
H 1.060992 0.301252 -1.536205 0.0 0.2 0.1
H 3.962615 -0.186684 3.085203 0.0 0.0 0.1
H 0.362304 -1.764412 4.879829 0.0 0.0 0.1
H -2.310400 -0.549655 -2.760328 0.0 0.0 0.0
H 2.527118 -1.598598 -1.413217 -0.1 0.0 -0.1
H 0.701700 -3.240308 2.882872 -0.1 0.0 -0.1
H -0.723299 -1.333790 -4.432890 0.0 0.0 0.0
H 1.502850 -1.040716 3.741361 0.1 0.1 0.1
H -2.020580 1.016148 -1.998206 -0.1 0.0 -0.1
H -1.543945 1.031656 -4.775332 0.0 0.0 0.0
H -2.378350 -1.625725 0.648263 -0.1 0.0 0.1
H 2.096054 0.967843 1.963662 0.0 0.1 0.0
H -1.619611 4.589486 -0.679091 0.0 0.1 -0.1
```
Positions in Å, forces in eV/Å.

Calculated values
molar mass	339.5	g mol⁻¹
total energy	-1060.953807	hartree
E_HOMO	-8.65	eV
total charge	0
ΔE to the lowest compared entry with this formula, charge and spin	110.2	kJ/mol
frontier orbital gap	9.45	eV

=====

molar mass of number 4 (C22H29NO2)?
339.5 g mol⁻¹